1.
Formula: C23H24N7OPt
Source: the Open Molecules 2025 dataset
Level of theory: ωB97M-V/def2-TZVPD

Computed properties:
- HOMO energy (alpha / beta) (eV) = -17.004 / -17.001
- charge = +3
- ΔE to the lowest compared entry with this formula, charge and spin (kcal per mole) = 0.0
- orbital gap (alpha / beta) (Ha) = 0.12469 / 0.12450

Positions of all 56 atoms, in Å:
Pt -0.185934 -0.363346 -0.131635
C -2.032479 2.113540 -3.140489
C -1.453650 1.809742 -4.353139
C -0.491340 0.818448 -4.357974
C -0.116386 0.143929 -3.143953
N -0.664466 0.522349 -1.928589
C -1.602420 1.451057 -1.957333
N 0.730221 -0.854751 -3.323088
C 1.162116 -1.712107 -2.404010
N 0.848757 -1.729208 -1.079962
C 1.550233 -2.743001 -0.499915
N 1.567062 -3.077808 0.785177
C 0.888457 -2.506672 1.764806
C 1.020307 -3.172130 3.033502
C 0.289301 -2.762474 4.131750
C -0.566027 -1.697994 3.951815
C -0.636845 -1.042975 2.690755
N 0.071581 -1.394706 1.633446
C 2.327301 -3.437737 -1.503441
C 3.170920 -4.521791 -1.422649
C 3.783270 -4.949492 -2.625315
C 3.541464 -4.306306 -3.813734
C 2.670837 -3.191534 -3.880372
C 2.083138 -2.788088 -2.703698
H -2.813072 2.859304 -3.058392
H -1.747592 2.310762 -5.265406
H -0.002499 0.490013 -5.265579
H -2.049621 1.700517 -1.007175
H 1.696340 -4.016074 3.069665
H 0.376670 -3.267748 5.084183
H -1.191818 -1.333884 4.756966
H -1.299348 -0.201342 2.556034
H 3.359644 -5.027655 -0.483550
H 4.453874 -5.798225 -2.611827
H 4.026335 -4.660882 -4.713487
H 2.478249 -2.682430 -4.816973
C 1.150649 2.238662 0.990998
N -0.044832 2.912004 1.514545
C 0.171002 4.273666 2.049849
C -1.213829 2.253781 1.449071
O -1.246368 1.088023 0.879062
N -2.400121 2.685614 1.920647
C -3.624238 1.886823 1.714552
C -2.755704 3.894141 2.693426
H 2.007649 2.879150 1.163026
H 1.081026 2.062641 -0.081080
H 1.339418 1.297276 1.502902
H 1.204820 4.539896 1.868050
H 0.011023 4.317641 3.123622
H -0.446543 5.007333 1.538781
H -3.437318 0.990642 1.145255
H -4.362497 2.499153 1.195730
H -4.042767 1.617304 2.684877
H -1.926724 4.533168 2.923432
H -3.216178 3.578657 3.628572
H -3.491048 4.465125 2.128269

Force components x, y, z for each atom (eV/Å):
-0.2 -0.1 -0.1
0.2 -0.2 0.1
-0.2 0.2 0.2
0.4 -0.6 0.7
-0.6 0.9 -0.5
0.1 -0.1 -0.4
-0.1 0.2 -0.2
0.5 -0.9 0.8
0.0 0.4 -1.2
-0.7 0.9 0.7
0.4 -0.7 0.8
0.0 0.3 -1.2
-0.3 0.0 1.2
0.0 0.3 -1.0
-0.2 0.2 0.1
0.1 0.0 -0.3
0.0 0.0 0.3
0.2 -0.3 0.1
0.2 -0.4 0.5
0.5 -0.5 -0.5
-0.2 -0.1 1.4
-0.7 1.0 -0.7
0.5 -0.6 -0.3
-0.1 0.2 -0.6
0.0 0.0 0.0
0.0 0.0 0.0
0.0 0.0 0.0
0.0 0.0 0.0
0.0 0.0 0.0
0.0 0.0 0.0
0.0 0.0 0.0
0.0 0.0 0.1
0.0 0.0 -0.1
0.0 0.0 0.1
0.0 0.1 0.0
0.0 -0.1 0.0
0.0 0.1 0.1
0.1 0.1 0.0
0.0 -0.1 -0.1
-0.2 0.3 0.1
0.0 -0.4 -0.2
0.1 -0.1 -0.1
0.1 0.1 0.0
0.0 -0.1 -0.1
0.0 0.0 0.0
0.0 0.0 -0.1
0.0 0.0 0.1
0.0 0.0 0.0
0.0 0.0 0.0
-0.1 0.0 0.0
0.1 -0.1 -0.1
0.0 0.0 0.0
0.0 0.0 0.0
0.1 0.0 0.0
0.0 0.0 0.0
0.0 0.0 0.0

Taken from the Löwdin analysis, the atomic charges in e are: 1.298 0.072 0.030 0.126 -0.260 -0.029 -0.037 0.275 -0.192 -0.007 -0.191 0.275 -0.259 0.127 0.030 0.073 -0.037 -0.029 -0.111 0.055 0.002 0.003 0.055 -0.111 0.143 0.147 0.149 0.111 0.150 0.148 0.143 0.112 0.133 0.132 0.133 0.133 -0.033 -0.079 -0.002 -0.424 -0.290 -0.081 -0.010 0.001 0.101 0.072 0.074 0.096 0.103 0.107 0.081 0.108 0.108 0.057 0.110 0.112

2.
Formula: C23H25BBrCl2N5O11
Source: the Open Molecules 2025 dataset
Level of theory: ωB97M-V/def2-TZVPD

Computed properties:
- HOMO energy (eV) = -9.333
- orbital gap (Ha) = 0.28047

Positions of all 68 atoms, in Å:
C -1.653927 4.244169 -0.206833
C -0.125773 3.711579 -0.400980
Cl 0.614231 3.792082 1.312330
C -0.079364 2.194573 -0.996681
N -0.114051 1.163391 0.078647
C -1.439010 0.733199 0.427280
C -2.853872 1.118711 -0.143165
C -3.359881 0.731171 -1.583935
C -4.795800 1.168223 -1.922076
N -5.763569 1.857530 -1.154622
C -5.346490 2.258114 0.141739
C -3.943622 1.904241 0.652939
N -1.184868 -0.206205 1.496846
C 0.242053 -0.301241 1.680118
N 0.825562 -1.084582 2.589876
C 2.271718 -1.275992 2.857574
C 2.905917 -2.136634 1.631206
C 3.187005 -3.660176 2.150414
C 4.700831 -3.910096 2.606403
O 4.994466 -5.057658 3.018082
O 5.729193 -2.933213 2.532447
C -0.121116 -1.916045 3.432458
C -0.800510 -0.971851 4.548642
C -1.298035 -1.777118 5.863568
Br 0.374719 0.503704 5.194959
N 0.921079 0.579910 0.764592
C 2.321425 0.908957 0.460469
C 2.747774 0.077172 -0.868024
O 2.142892 -0.910456 -1.303610
Cl 4.222483 0.745588 -1.764548
H -2.345558 3.915887 -1.051585
H -1.655856 5.380236 -0.025900
H -1.991615 3.784048 0.799130
H 0.426751 4.456216 -1.062951
H 0.915812 2.129822 -1.573545
H -0.912449 2.103730 -1.767698
H -2.682799 0.158311 -2.318011
H -5.146799 0.862064 -2.977607
H -6.095821 2.830911 0.799409
H -3.677647 2.229595 1.723297
H 2.853078 -0.319935 3.098464
H 2.387159 -1.947217 3.790124
H 3.863239 -1.694623 1.199808
H 2.062363 -2.251802 0.853235
H 2.947453 -4.418657 1.311882
H 2.506748 -3.954058 3.025775
H 5.389390 -2.031717 2.739066
H 0.406089 -2.767597 3.974756
H -0.937516 -2.413359 2.782458
H -1.697919 -0.458491 4.038559
H -2.412866 -1.523764 5.982132
H -0.781141 -1.374447 6.804036
H -1.089294 -2.895828 5.804119
H 2.379773 2.018712 0.138310
H 3.057949 0.797226 1.318242
B -0.237997 -0.320928 -5.578344
O -1.436088 0.012567 -6.367834
C -2.030001 1.041922 -5.765035
O -3.044428 1.567394 -6.153220
C -1.262154 1.422963 -4.574035
O -1.531434 2.318807 -3.805253
O -0.203141 0.628829 -4.450272
O -0.295666 -1.709246 -5.094496
C 0.775903 -2.341528 -5.581541
O 1.032872 -3.500986 -5.375153
C 1.568462 -1.409804 -6.390789
O 2.594275 -1.665796 -6.969438
O 0.979411 -0.210505 -6.396217

Force components x, y, z for each atom (eV/Å):
0.8 -0.3 1.2
-1.7 0.4 -0.2
-0.1 -0.1 -1.3
2.4 1.9 -0.4
-5.1 1.3 -2.6
4.5 -2.4 3.2
-3.9 0.9 -2.2
-1.1 1.9 3.3
1.1 -0.4 0.5
4.0 -0.7 1.6
2.8 -2.0 -1.5
0.2 -0.7 -0.9
1.9 1.6 -1.9
-1.6 2.0 -2.1
-0.7 -1.2 1.0
1.4 -0.9 -0.4
-0.9 -1.2 0.7
0.5 0.7 -0.6
0.7 -3.5 1.4
-0.8 4.4 -1.7
-2.2 -0.6 0.4
-0.6 0.3 0.9
-1.4 -0.9 -0.1
-0.2 0.8 -0.1
-0.3 -0.6 -0.6
-2.2 -1.4 2.0
0.6 0.9 -1.9
-1.4 -2.8 -1.2
2.4 4.2 1.9
-1.6 -0.5 1.2
1.1 0.6 1.1
0.0 -1.8 -0.6
0.2 0.7 -1.8
-0.5 -1.3 0.9
-1.6 -0.2 0.8
1.0 -0.3 1.1
-1.4 1.1 1.2
0.6 0.6 1.9
1.4 -1.1 -1.2
-0.4 -0.5 -1.8
-1.2 -1.1 -0.4
-0.5 1.4 -1.4
-1.4 -0.6 0.4
1.7 0.5 0.9
0.7 1.2 1.3
1.1 0.5 -1.2
0.1 -0.9 -0.4
-0.2 1.3 -1.0
1.3 1.1 1.0
1.6 -0.7 0.9
1.6 -0.8 -0.1
-0.7 -0.6 -1.5
-0.5 1.5 -0.1
-0.2 -1.8 0.7
-1.3 -0.2 -1.1
0.3 -0.6 -0.6
0.0 0.7 0.9
-1.9 -0.7 -2.7
0.5 -0.1 0.6
1.6 0.7 2.1
-0.1 -0.2 -0.1
-0.8 0.6 0.0
0.4 0.3 -0.2
-1.2 -2.4 1.5
0.0 0.7 -0.2
2.0 1.5 -1.8
-0.6 0.0 0.4
-0.2 -0.5 0.4

Taken from the Löwdin analysis, the atomic charges in e are: -0.131 -0.566 0.558 -0.112 -0.042 -0.062 -0.087 0.040 -0.095 0.024 -0.095 -0.020 0.174 -0.205 -0.104 -0.161 -0.139 -0.074 -0.393 0.061 0.051 -0.154 -0.659 -0.147 0.658 0.028 -0.094 -0.672 0.037 0.615 0.090 0.092 0.050 0.115 0.138 0.103 0.121 0.124 0.118 0.105 0.115 0.130 0.112 0.119 0.144 0.121 0.105 0.122 0.150 0.087 0.089 0.056 0.081 0.109 0.136 -0.901 0.251 -0.397 0.156 -0.397 0.104 0.234 0.230 -0.396 0.155 -0.396 0.158 0.237

3.
Formula: C21H27N5OS
Source: the Open Molecules 2025 dataset
Level of theory: ωB97M-V/def2-TZVPD

Computed properties:
- HOMO energy (eV) = -7.784
- ΔE to the lowest compared entry with this formula, charge and spin (kcal per mole) = 33.6
- orbital gap (Ha) = 0.28099

Positions of all 55 atoms, in Å:
C 2.512386 1.474554 -0.800568
O 1.176733 1.033743 -0.812873
C 0.806746 0.317907 -1.978277
C 0.454349 1.235657 -3.155050
C -0.981870 1.762382 -3.054865
N -1.304488 2.202986 -1.719321
C -2.201432 1.559186 -0.935595
S -3.274205 0.473748 -1.595239
N -2.257445 1.895376 0.377553
C -1.159352 2.627087 1.002542
C -1.218239 2.700817 2.528485
C -1.205822 1.317228 3.227295
N -1.284610 0.207099 2.316627
C -0.219775 -0.422962 1.763298
N -0.495049 -1.427711 0.956873
C 0.475989 -2.166380 0.407088
C 0.122063 -3.196493 -0.487763
C 1.080509 -3.990131 -1.061415
C 0.719852 -5.088566 -2.012087
C 2.441279 -3.774761 -0.749329
C 2.819731 -2.782156 0.107430
C 1.850391 -1.948911 0.699712
C 2.153947 -0.859812 1.527231
C 1.149250 -0.063919 2.040658
C 1.567796 1.109713 2.689578
N 2.002425 2.077666 3.135930
C -2.614699 -0.057072 1.811630
C -3.217617 1.227522 1.225959
H 3.203073 0.629826 -0.906461
H 2.716737 2.195965 -1.599727
H 2.672653 1.956413 0.162947
H -0.065890 -0.275732 -1.693672
H 1.616327 -0.370030 -2.255856
H 1.155911 2.072880 -3.175997
H 0.561666 0.685755 -4.089735
H -1.692602 0.972201 -3.310681
H -1.121845 2.595134 -3.753147
H -0.580574 2.740475 -1.269158
H -0.208663 2.159810 0.714792
H -1.165081 3.660536 0.628440
H -0.337013 3.263582 2.842268
H -2.094447 3.271819 2.837275
H -2.066488 1.239371 3.899531
H -0.310226 1.216824 3.841208
H -0.925729 -3.335325 -0.705304
H 1.236994 -4.953472 -2.961409
H -0.350741 -5.108356 -2.195747
H 1.022988 -6.052775 -1.604673
H 3.185757 -4.411218 -1.206067
H 3.863000 -2.616011 0.339492
H 3.187146 -0.612301 1.735520
H -3.251876 -0.437725 2.616552
H -2.525534 -0.812655 1.030867
H -3.540375 1.913933 2.008938
H -4.084013 0.967279 0.614296

Force components x, y, z for each atom (eV/Å):
0.0 0.0 0.0
-0.1 0.1 0.1
0.0 -0.1 -0.3
-0.1 0.0 0.4
0.2 0.0 -0.5
0.2 0.1 0.5
-0.3 0.3 -0.1
-0.5 -0.7 -0.4
0.2 0.0 -0.1
0.3 0.4 0.1
-0.1 0.0 -0.1
0.2 0.3 0.2
-0.1 0.0 0.1
0.1 -0.3 -0.1
-0.1 0.1 0.1
0.6 0.1 0.2
0.2 -0.2 -0.2
-0.3 0.1 0.1
0.0 0.0 0.0
0.3 0.1 0.1
0.1 -0.2 -0.1
-0.4 0.0 0.0
-0.4 0.1 0.1
0.1 -1.0 -0.4
0.4 0.7 0.3
0.0 0.1 0.1
-0.3 0.0 -0.3
-0.2 -0.3 0.2
0.0 0.0 0.0
0.0 0.0 0.0
0.1 0.0 0.0
0.0 0.0 -0.1
0.0 0.0 0.1
0.1 0.0 -0.1
0.0 0.0 -0.1
0.1 0.2 0.0
-0.1 -0.1 0.0
-0.1 0.0 0.1
-0.1 0.1 0.0
0.1 -0.1 0.0
-0.1 0.0 0.0
0.0 0.0 0.0
0.1 0.0 0.0
-0.3 0.0 0.0
-0.1 0.0 0.0
0.0 0.0 -0.1
-0.1 0.0 0.0
0.0 -0.1 0.0
0.1 0.0 0.0
0.1 0.0 0.0
0.0 0.0 0.0
0.0 0.0 0.0
-0.2 0.2 0.2
0.0 0.0 0.0
0.1 0.1 0.2

Taken from the Löwdin analysis, the atomic charges in e are: -0.095 -0.232 -0.206 -0.137 -0.227 0.005 -0.784 0.682 -0.093 -0.143 -0.137 -0.142 -0.065 -0.223 0.180 -0.220 0.029 -0.269 -0.048 -0.048 -0.027 -0.160 0.042 -0.132 -0.233 0.189 -0.124 -0.182 0.091 0.086 0.084 0.115 0.125 0.103 0.115 0.045 0.119 0.119 0.103 0.131 0.098 0.106 0.129 0.103 0.122 0.083 0.077 0.085 0.111 0.114 0.137 0.130 0.092 0.115 0.063